1.
42
Properties=species:S:1:pos:R:3:forces:R:3 method="wB97M-V/def2-TZVPD" max_force_ev_per_a=0.4 homo_lumo_gap_ev=6.562 e_tot_ev=-137834.862 total_charge=-1 lumo_ha=0.0797
C -1.711 4.694 1.668 -0.001 0.012 -0.005
N -0.341 -0.331 0.203 -0.069 -0.086 0.000
H 6.618 -1.492 -1.208 0.002 0.000 0.001
H 4.644 -2.214 -2.502 -0.007 0.004 -0.002
H 1.416 0.615 0.326 -0.040 0.012 0.043
C 1.712 -1.407 1.051 0.183 0.168 -0.285
C -2.419 0.756 -0.355 0.029 -0.067 -0.079
H 6.344 -0.667 1.117 0.003 -0.002 0.001
H -4.229 1.709 -0.688 -0.023 -0.002 0.050
H -3.914 6.374 -0.267 0.003 -0.001 -0.010
C 3.260 -1.818 -0.918 -0.075 0.021 -0.058
S -2.917 -5.449 -0.486 0.040 0.077 -0.019
C 3.094 -1.381 0.403 0.008 0.018 0.019
C -3.605 4.257 -0.295 0.029 0.012 -0.044
O -1.789 -5.572 0.460 -0.052 0.049 -0.020
H -2.203 6.777 1.480 -0.001 0.002 0.002
C -2.899 3.163 0.215 0.012 -0.009 -0.041
H 2.387 -2.580 -2.448 -0.024 -0.043 -0.011
Pb -1.043 -3.088 0.306 0.142 -0.138 0.296
C -0.990 0.740 -0.082 -0.044 0.064 -0.037
O -3.812 -6.575 -0.527 0.039 -0.023 -0.032
S -2.005 -5.429 -2.386 -0.003 0.012 -0.069
C -3.224 1.823 -0.298 -0.002 0.056 0.020
S -0.691 -3.821 -2.238 0.062 -0.012 0.086
H -0.982 4.856 2.452 -0.001 -0.006 0.004
O 1.121 -2.594 0.978 -0.398 -0.022 0.009
H 4.079 -0.636 2.131 -0.002 0.007 -0.002
C 4.528 -1.862 -1.483 0.035 0.005 -0.005
C 5.637 -1.451 -0.753 -0.016 -0.002 0.011
C -3.356 5.545 0.149 0.000 0.000 0.016
H -4.352 4.086 -1.061 -0.006 0.003 0.003
N 0.959 -0.292 0.351 0.144 -0.082 0.020
O -3.543 -4.132 -0.337 0.008 -0.067 -0.014
O 2.148 -2.160 -1.615 0.071 0.046 0.023
C 4.211 -0.966 1.105 0.035 -0.058 0.014
H -1.452 2.573 1.690 0.020 -0.009 -0.010
C -2.399 5.772 1.129 -0.003 -0.020 -0.010
C -1.961 3.405 1.223 -0.037 -0.026 0.038
Br -3.175 -0.882 -0.959 -0.053 0.113 0.028
H 1.834 -1.050 2.095 0.028 -0.016 0.052
C 5.486 -0.990 0.544 -0.020 -0.011 -0.001
H -0.467 1.694 -0.169 -0.014 0.020 0.016

=====

2.
51
Properties=species:S:1:pos:R:3:forces:R:3 method="wB97M-V/def2-TZVPD" max_force_ev_per_a=1.4 homo_lumo_gap_ev="8.232 / 8.182" multiplicity=4 e_tot_ev=-95655.818 total_charge=0 lumo_ha="0.0187 / 0.0187"
H -0.763 0.021 6.170 0.249 0.279 -0.100
O 0.204 1.963 -3.766 0.344 0.055 -0.812
C -3.080 3.566 -0.464 0.689 0.652 -0.836
O -4.328 0.909 1.308 -0.681 -0.040 0.659
H 2.006 0.824 -4.886 0.084 -0.124 0.220
H -4.588 -0.560 2.654 -0.013 0.042 0.054
H -2.946 -0.569 1.927 -0.079 0.506 0.074
C 3.423 0.422 -1.491 -0.369 0.712 -0.043
H -0.952 -1.645 5.677 0.092 0.019 -0.045
O 1.406 -0.983 -0.296 -0.484 -0.065 -0.187
O 3.602 -0.730 -0.676 0.439 -0.707 0.022
I 0.811 2.340 0.706 -0.015 -0.092 0.027
O -0.702 -0.642 1.990 -0.001 0.541 -0.218
H -3.219 4.599 -0.151 -0.121 -0.148 0.319
C 2.534 -1.386 -0.235 0.569 0.702 -0.052
H -4.276 -1.136 0.995 -0.139 0.217 0.030
H 4.656 -3.054 -0.537 -0.065 0.018 0.037
O -0.531 0.761 -2.043 -0.372 0.021 0.589
O 0.661 -0.184 -3.640 0.067 -0.447 -0.008
O 2.840 -2.540 0.327 -0.341 -0.281 0.283
C 4.205 -2.938 0.450 0.416 0.137 -0.561
O -3.915 2.725 0.304 -0.083 0.330 -0.091
H 4.775 -2.186 0.991 -0.014 -0.110 0.186
Co -0.509 0.014 -0.031 -0.444 -0.269 -0.129
C -0.399 -0.724 5.473 -0.528 -0.863 0.186
Cl -1.734 -1.942 -0.639 0.219 0.229 0.004
H -3.342 3.538 -1.528 -0.179 -0.304 0.159
C -3.445 1.522 0.579 -0.078 0.036 -0.085
H 0.659 -0.939 5.580 0.115 0.236 0.008
H -2.026 3.298 -0.371 -0.068 -0.053 0.180
C 0.020 -3.148 2.326 -0.522 -0.184 -1.048
O -0.132 -2.245 3.422 0.494 -0.178 0.663
H 2.856 1.190 -0.960 -0.035 -0.136 -0.017
C 0.064 0.850 -3.078 0.293 0.008 -0.228
C -0.336 3.162 -3.229 -0.558 0.475 0.094
H 4.413 0.805 -1.718 0.094 -0.164 0.069
H -0.971 -3.337 1.909 0.152 -0.105 -0.044
C -4.006 -0.394 1.753 0.019 -1.359 -0.092
H 0.621 -2.728 1.525 0.034 0.197 0.109
H -1.379 3.013 -2.958 0.054 -0.124 0.281
H 0.254 3.500 -2.381 -0.083 -0.073 0.118
H 4.207 -3.902 0.943 -0.109 0.043 0.214
C 1.343 -0.043 -4.884 0.223 0.619 -0.462
C -0.513 -1.017 3.115 0.199 -0.754 0.061
H 0.661 0.118 -5.721 -0.211 -0.222 0.182
H -0.330 3.900 -4.027 0.294 -0.105 -0.065
H 0.479 -4.073 2.655 -0.028 0.109 0.499
H 1.918 -0.949 -5.038 -0.087 -0.110 0.104
O -0.714 -0.258 4.164 -0.061 0.812 0.087
O -2.398 1.055 0.222 0.688 0.144 -0.392
H 2.913 0.160 -2.416 -0.058 -0.125 -0.003